# 1
ORCA calculation (ωB97M-V/def2-TZVPD) on a structure of composition C2H2FOPd in a non-equilibrium geometry.

```
7
Properties=species:S:1:pos:R:3
C -0.741 0.207 -0.115
C 0.395 -0.508 -0.424
O 0.583 -0.688 0.921
H -1.790 0.038 -0.339
F -0.426 1.500 0.325
H 0.301 -1.419 -1.028
Pd 1.679 0.870 0.660
```

## Properties
Total charge: 0
Spin multiplicity: 4
HOMO level (alpha / beta) in eV: -6.4 / -9.2

Taken from the Mulliken analysis, the atomic charges in e are:
1 C 0.37
2 C -0.59
3 O -0.56
4 H 0.39
5 F -0.28
6 H 0.28
7 Pd 0.39


# 2
ORCA calculation (ωB97M-V/def2-TZVPD) on the molecule C5H10O.

```
16
Properties=species:S:1:pos:R:3
O 0.075 -1.912 -0.792
C 0.279 -0.515 -0.973
C 1.230 0.066 0.089
C 0.314 0.343 1.286
C -0.996 0.835 0.662
C -1.079 0.169 -0.730
H 0.906 -2.360 -0.994
H 0.651 -0.323 -1.990
H 2.036 -0.639 0.318
H 1.699 0.980 -0.297
H 0.667 1.070 2.030
H 0.145 -0.596 1.822
H -1.830 0.628 1.344
H -0.967 1.925 0.544
H -1.862 -0.591 -0.815
H -1.271 0.918 -1.504
```

## Properties
SMILES string: OC1CCCC1
Total charge: 0
HOMO level in eV: -10.2

Mulliken atomic charge list, values in e, 8 entries:
1 O -0.56
2 C 0.18
3 C -0.73
4 C -0.63
5 C -0.53
6 C -0.81
7 H 0.32
8 H 0.32


Question: What is the total charge in the first record?
Answer: 0